C49H109F2NO7P3S2 | the ωB97M-V functional and the def2-TZVPD basis

Structure (ORCA input):
```
! wB97M-V def2-TZVPD RIJCOSX def2/J DEFGRID3
* xyz 1 1
C -4.83014 1.16202 0.31346
C -4.87480 2.19096 1.48087
C -3.88752 1.99044 2.64309
C -2.51138 2.68272 2.27809
P -1.03288 2.04273 3.27890
C 0.47584 2.00261 2.39772
C 0.96017 3.36517 1.79943
C 0.27450 3.69306 0.43666
C 0.24319 2.59796 -0.61412
C -1.41794 0.37373 4.01143
C -1.52869 -0.70265 2.96526
C -2.04996 -2.03181 3.58462
C -1.97785 -3.17892 2.61469
C -0.94150 3.09320 4.75237
C -2.12284 3.01812 5.85829
C -1.86208 4.19936 6.90596
C -2.80687 4.11274 8.17951
H -5.38636 1.64055 -0.49259
H -5.04453 0.12508 0.57204
H -3.80348 1.09558 -0.04665
H -5.89243 2.14172 1.86833
H -4.78795 3.21059 1.10548
H -3.84965 0.90219 2.69175
H -4.28500 2.34309 3.59480
H -2.43701 3.77003 2.25990
H -2.25524 2.30812 1.28705
H 0.15204 1.33602 1.59840
H 1.23318 1.72857 3.13219
H 1.96397 3.24045 1.39331
H 0.98601 4.10177 2.60245
H 0.84215 4.56263 0.10543
H -0.76488 4.01751 0.48707
H 0.27002 3.03685 -1.61148
H -0.61564 1.92683 -0.62410
H 0.99446 1.81166 -0.54034
H -2.36065 0.51071 4.54119
H -0.66314 0.08256 4.74191
H -0.51804 -0.85823 2.58779
H -2.11434 -0.40989 2.09382
H -3.07154 -1.94342 3.95434
H -1.41619 -2.18416 4.45825
H -2.61020 -4.01992 2.89917
H -0.98738 -3.55314 2.35581
H -2.26448 -2.77716 1.64282
H -0.77063 4.09043 4.34687
H -0.01078 2.84988 5.26486
H -2.21946 1.97876 6.17214
H -3.11247 3.21223 5.44468
H -2.00557 5.18476 6.46267
H -0.82042 4.20742 7.22686
H -3.32271 3.15290 8.15271
H -3.61538 4.83479 8.06514
H -2.41037 4.16260 9.19362
C 2.09888 3.17480 -3.57978
C 2.70245 1.86099 -3.18313
C 1.66589 0.85068 -2.84183
C 0.76715 0.27427 -3.91967
P -0.75868 -0.57481 -3.39736
C -1.81272 0.75026 -2.46830
C -1.94101 2.21053 -3.11455
C -2.69133 3.19765 -2.23440
C -4.20546 2.91538 -2.29760
C -1.70751 -0.95440 -4.91784
C -2.87600 -1.84909 -4.63010
C -3.77612 -2.28107 -5.76459
C -3.38805 -3.06159 -7.07448
C -0.38744 -2.13137 -2.50597
C 0.30402 -3.27664 -3.25859
C 0.57068 -4.50752 -2.44443
C 1.31876 -4.26676 -1.15782
H 1.42935 3.00850 -4.42370
H 2.89563 3.88002 -3.81630
H 1.56057 3.73158 -2.81277
H 3.28808 1.94930 -2.26807
H 3.44685 1.59689 -3.93427
H 0.93536 1.34850 -2.20419
H 2.18538 0.17184 -2.16551
H 1.27600 -0.24116 -4.73422
H 0.35708 1.11998 -4.47167
H -1.34893 0.81594 -1.48408
H -2.74085 0.24927 -2.19318
H -2.49598 2.19452 -4.05254
H -0.98061 2.60394 -3.44763
H -2.63537 4.20860 -2.63807
H -2.32821 3.06894 -1.21477
H -4.65565 2.79549 -3.28302
H -4.76759 3.80582 -2.01613
H -4.51265 2.06213 -1.69287
H -0.91338 -1.27244 -5.59335
H -2.06124 -0.01084 -5.33341
H -3.49342 -1.20547 -4.00347
H -2.75206 -2.73203 -4.00309
H -4.45008 -1.45683 -5.99801
H -4.43651 -2.98483 -5.25794
H -2.59948 -2.60732 -7.67442
H -4.20219 -3.00859 -7.79730
H -2.98741 -4.04118 -6.81376
H -1.40834 -2.38146 -2.21732
H 0.17713 -1.93512 -1.59447
H 1.22358 -2.87501 -3.68427
H -0.33105 -3.60293 -4.08220
H 1.01817 -5.32430 -3.01074
H -0.41367 -4.84674 -2.12180
H 0.76792 -3.80590 -0.33790
H 2.17232 -3.59958 -1.27785
H 1.56069 -5.21610 -0.67999
C 7.52924 -1.07165 3.29936
C 6.93593 -0.08399 2.31055
C 5.71858 -0.64127 1.42179
C 4.37750 -0.78355 2.18886
P 2.95137 -0.94787 0.99962
C 2.12729 0.69662 0.74087
C 3.17430 1.89071 0.62214
C 2.82709 3.04664 -0.31250
C 3.74888 4.26565 -0.07658
C 3.32960 -1.74949 -0.64528
C 4.38733 -1.17537 -1.58654
C 4.44967 -1.82628 -2.98654
C 3.43606 -1.18592 -3.94591
C 1.64200 -2.03169 1.67338
C 1.78679 -3.58249 1.38191
C 0.57612 -4.23213 1.92677
C 0.38166 -4.35213 3.42990
H 8.20322 -0.68154 4.06204
H 8.30999 -1.65491 2.81117
H 6.86683 -1.86579 3.64384
H 7.76974 0.22599 1.68063
H 6.56928 0.74900 2.91039
H 6.02148 -1.59000 0.97878
H 5.59981 0.01468 0.55939
H 4.29124 0.15873 2.72994
H 4.32536 -1.71781 2.74791
H 1.34093 0.72021 1.49532
H 1.69456 0.71830 -0.25932
H 4.20941 1.59406 0.45293
H 3.10624 2.13631 1.68193
H 1.84454 3.35795 0.04215
H 2.70162 2.85536 -1.37822
H 4.28005 4.38637 0.86755
H 3.18239 5.16401 -0.32182
H 4.57351 4.40436 -0.77577
H 2.42461 -1.74801 -1.25280
H 3.48529 -2.79903 -0.39564
H 5.32147 -1.40574 -1.07429
H 4.33253 -0.10222 -1.76944
H 4.25691 -2.88485 -2.81225
H 5.35153 -1.75751 -3.59484
H 3.80427 -1.47148 -4.93129
H 3.58404 -0.10634 -3.91937
H 2.40374 -1.47090 -3.74294
H 0.73277 -1.69246 1.17706
H 1.46721 -1.72623 2.70501
H 2.65551 -3.93738 1.93642
H 1.95875 -4.05325 0.41396
H 0.64212 -5.20969 1.44915
H -0.31773 -3.83910 1.44233
H 0.08393 -3.50126 4.04264
H 1.27198 -4.74913 3.91756
H -0.45408 -5.04221 3.54578
O -0.68103 -1.95777 0.61750
C -0.56869 -0.73221 0.13071
O -1.57575 0.04444 0.04956
O 0.50483 -0.39793 -0.41552
H -1.58787 -1.74917 0.85359
N -4.29486 -3.64555 -1.52823
S -5.65590 -2.52655 -1.35188
O -5.78855 -1.17879 -1.92168
O -6.31866 -2.60309 -0.05511
F -6.67733 -3.37144 -2.23993
S -3.29916 -2.55578 -1.22364
O -3.30077 -1.88207 0.00190
O -2.73333 -1.85229 -2.29790
F -2.09548 -3.53257 -0.87621
*
```

The value obtained for the maximum force is 0.1186 Eh/bohr. As for the energy relative to the best compared isomer or geometry (same formula, charge and spin): 19.902 eV. The value obtained for the calculated total energy is -123354.001 eV.